[1]
This record from the Open Molecules 2025 dataset describes a molecular structure, C19H42NOP3PtSe at a distorted geometry. The level of theory is ωB97M-V/def2-TZVPD.

Cartesian coordinates (Å):
Pt -0.173 -1.138 -0.138
P -1.526 -0.989 2.253
P 1.316 -2.616 0.295
P -2.195 -0.977 -1.290
H 0.611 2.312 0.031
C -0.462 2.483 -0.128
C -1.305 2.368 0.899
H -0.904 2.122 1.890
C -0.652 -0.347 3.750
C -1.843 -2.740 2.688
C -3.166 -0.220 2.451
C 2.521 -2.356 -0.921
C 1.947 -2.520 1.947
C 0.227 -4.037 -0.020
C -3.259 0.465 -1.401
C -3.181 -2.367 -0.687
C -1.664 -1.438 -2.952
H -0.749 2.235 -1.157
H -2.362 2.097 0.743
H -0.605 0.751 3.791
H 0.380 -0.705 3.737
H -1.145 -0.692 4.659
H -0.915 -3.299 2.821
H -2.433 -3.242 1.915
H -2.406 -2.791 3.622
H -3.074 0.872 2.495
H -3.607 -0.550 3.395
H -3.872 -0.464 1.654
H 3.192 -3.187 -0.666
H 2.993 -1.400 -0.815
H 2.118 -2.447 -1.936
H 2.820 -3.184 1.864
H 1.229 -2.896 2.697
H 2.246 -1.487 2.198
H 0.977 -4.835 -0.053
H -0.304 -3.920 -0.988
H -0.512 -4.175 0.793
H -3.974 0.242 -2.204
H -2.681 1.355 -1.659
H -3.809 0.632 -0.471
H -3.885 -2.546 -1.508
H -3.735 -2.138 0.235
H -2.558 -3.256 -0.528
H -2.578 -1.523 -3.548
H -1.110 -2.380 -2.943
H -1.011 -0.651 -3.379
C 1.540 2.028 -3.753
C 1.198 3.271 -3.156
C 1.342 4.464 -3.855
C 1.907 4.470 -5.147
C 2.344 3.253 -5.710
C 2.173 2.057 -5.025
Se 1.175 0.392 -2.996
H 1.055 -0.294 0.470
H 0.779 3.277 -2.148
H 1.011 5.382 -3.376
H 2.021 5.393 -5.711
H 2.823 3.243 -6.696
H 2.491 1.112 -5.458
C 1.875 2.755 3.477
C 2.377 1.479 2.860
N 3.670 1.162 3.204
O 1.726 0.744 2.129
H 2.526 3.598 3.190
H 1.860 2.691 4.575
H 0.862 2.940 3.104
H 4.108 0.374 2.784
H 4.211 1.785 3.807

Summary:
- 2S+1 = 5
- Kohn-Sham gap (alpha / beta) (eV) = 7.1 / 4.2
- total charge = +4
- strongest force on any atom (eV/A) = 4.3
- energy above the lowest of the compared OMol25 structures with the same formula, charge and spin (kJ/mol) = 145.39
- <S²> = 6.034

Atomic partial charges in e from the Löwdin method, atoms 1 to 4: atom 1 (Pt): 0.61, atom 2 (P): 0.85, atom 3 (P): 0.60, atom 4 (P): 0.71

---

[2]
This record from the Open Molecules 2025 dataset describes a molecular structure, C17H27IN6OSV. The level of theory is ωB97M-V/def2-TZVPD.

Cartesian coordinates (Å):
V -0.497 0.402 -0.494
C -3.414 5.494 -0.291
C -3.383 4.105 -0.904
N -2.990 3.092 0.099
C -1.848 2.460 0.155
S -1.499 1.274 1.398
N -0.999 2.546 -0.920
N 0.271 2.180 -0.592
C 1.298 2.824 -0.203
C 1.382 4.302 -0.149
C 2.354 1.899 0.265
C 3.614 2.303 0.643
C 4.491 1.342 1.141
C 4.062 0.035 1.241
C 2.767 -0.281 0.831
N 1.928 0.625 0.354
H -3.756 6.212 -1.035
H -2.423 5.797 0.048
H -4.099 5.541 0.556
H -2.679 4.040 -1.727
H -4.366 3.817 -1.275
H -3.641 2.914 0.852
H 0.502 4.757 -0.594
H 2.271 4.644 -0.682
H 1.478 4.626 0.890
H 3.916 3.338 0.557
H 5.490 1.621 1.447
H 4.707 -0.739 1.632
H 2.395 -1.296 0.896
I -1.396 -0.572 -3.038
C -2.325 -0.032 -1.226
H -2.789 -0.883 -0.737
H -3.020 0.776 -1.421
C -1.648 -2.507 1.683
N -0.689 -3.286 0.912
C -0.645 -4.724 1.215
C -0.215 -5.499 -0.009
C 1.094 -4.935 -0.513
N 0.989 -3.480 -0.682
C 1.893 -2.894 -1.667
C 0.099 -2.738 -0.017
O 0.029 -1.483 -0.295
H -2.664 -2.666 1.317
H -1.409 -1.453 1.646
H -1.604 -2.827 2.724
H -1.643 -5.018 1.534
H 0.037 -4.896 2.052
H -0.979 -5.420 -0.785
H -0.099 -6.553 0.237
H 1.348 -5.356 -1.485
H 1.915 -5.164 0.172
H 1.573 -3.146 -2.679
H 2.892 -3.301 -1.512
H 1.928 -1.817 -1.564

Summary:
- 2S+1 = 2
- Kohn-Sham gap (alpha / beta) (eV) = 7.5 / 7.8
- total charge = +2
- strongest force on any atom (eV/A) = 0.8
- energy above the lowest of the compared OMol25 structures with the same formula, charge and spin (kJ/mol) = 96.45
- <S²> = 0.803

Atomic partial charges in e from the Löwdin method, atoms 1 to 4: atom 1 (V): 0.58, atom 2 (C): -0.06, atom 3 (C): -0.19, atom 4 (N): 0.05

---

[3]
This record from the Open Molecules 2025 dataset describes a molecular structure, C28H33AsN6O3Se2SmTe2 at a distorted geometry. The level of theory is ωB97M-V/def2-TZVPD.

Cartesian coordinates (Å):
Sm 7.496 9.761 9.626
N 7.253 7.642 11.315
C 6.182 7.881 12.320
C 5.857 9.295 12.748
O 5.341 9.479 13.879
N 6.138 10.230 11.847
C 6.427 11.501 12.443
C 7.868 11.992 11.943
O 8.389 13.005 12.409
O 8.374 11.274 10.998
H 7.119 6.758 10.777
H 8.131 7.530 11.801
H 6.406 7.355 13.243
H 5.277 7.414 11.950
H 6.371 11.476 13.544
H 5.741 12.325 12.077
Se 7.037 12.261 8.448
Te 5.696 11.156 6.720
Te 4.750 9.019 7.954
Se 6.715 7.389 7.738
C 10.171 11.155 8.729
N 9.546 9.798 8.452
C 9.088 9.717 7.080
N 10.131 9.919 6.094
C 10.685 11.283 6.389
N 11.217 11.363 7.760
C 12.223 10.301 7.920
N 11.658 8.931 7.772
C 10.533 8.760 8.674
C 11.144 8.905 6.381
H 10.614 11.291 9.735
H 9.393 11.899 8.590
H 8.296 10.491 6.952
H 8.530 8.776 6.929
H 9.840 11.978 6.326
H 11.529 11.523 5.725
H 12.783 10.366 8.888
H 12.953 10.360 7.124
H 10.913 8.853 9.706
H 10.107 7.766 8.499
H 10.702 7.927 6.279
H 11.988 8.994 5.692
C 11.296 5.163 14.258
C 11.161 5.658 12.968
C 11.115 7.036 12.759
C 10.961 7.900 13.820
C 11.008 7.408 15.140
C 11.302 6.054 15.326
As 10.275 9.699 13.485
C 11.816 10.722 12.800
C 11.787 12.131 12.606
C 12.866 12.834 12.090
C 13.959 12.103 11.618
C 13.970 10.722 11.680
C 12.948 10.029 12.366
C 9.860 10.604 15.175
C 8.530 10.511 15.638
C 8.125 11.387 16.656
C 8.999 12.270 17.254
C 10.292 12.358 16.753
C 10.709 11.591 15.657
H 11.416 4.060 14.391
H 11.078 4.938 12.171
H 11.133 7.380 11.717
H 10.817 8.107 15.951
H 11.536 5.725 16.329
H 10.851 12.639 12.878
H 12.901 13.910 11.966
H 14.712 12.669 11.091
H 14.759 10.158 11.200
H 13.017 8.949 12.482
H 7.812 9.820 15.272
H 7.086 11.272 16.941
H 8.686 12.888 18.101
H 10.941 13.111 17.111
H 11.717 11.636 15.263

Summary:
- 2S+1 = 6
- Kohn-Sham gap (alpha / beta) (eV) = 6.8 / 6.8
- total charge = -1
- strongest force on any atom (eV/A) = 3.5
- energy above the lowest of the compared OMol25 structures with the same formula, charge and spin (kJ/mol) = 0.00
- <S²> = 8.761

Atomic partial charges in e from the Löwdin method, atoms 1 to 4: atom 1 (Sm): 1.07, atom 2 (N): -0.07, atom 3 (C): -0.18, atom 4 (C): -0.60

---

[4]
This record from the Open Molecules 2025 dataset describes a molecular structure, C6H11NO at a distorted geometry. The level of theory is ωB97M-V/def2-TZVPD.

Cartesian coordinates (Å):
C 1.565 0.217 -0.068
C -1.087 -1.361 -1.569
C 1.764 -0.218 1.339
C -0.841 -0.646 -0.266
N -1.105 1.609 1.129
C 0.480 0.827 -0.648
C -0.851 1.181 -0.178
O -1.078 -1.128 0.819
H 2.373 -0.027 -0.748
H -0.318 1.485 1.750
H -1.908 1.158 1.554
H 0.575 1.002 -1.713
H -1.519 1.590 -0.934
H -0.491 -0.947 -2.379
H -2.143 -1.263 -1.827
H -0.856 -2.419 -1.454
H 1.085 0.236 2.060
H 2.775 0.000 1.687
H 1.578 -1.295 1.445

Summary:
- 2S+1 = 1
- Kohn-Sham gap (eV) = 8.5
- total charge = 0
- strongest force on any atom (eV/A) = 4.0
- energy above the lowest of the compared OMol25 structures with the same formula, charge and spin (kJ/mol) = 278.16

Atomic partial charges in e from the Löwdin method, atoms 1 to 4: atom 1 (C): -0.14, atom 2 (C): -0.01, atom 3 (C): -0.11, atom 4 (C): -0.38

---

[5]
This record from the Open Molecules 2025 dataset describes 2 unconnected molecules or ions with the total composition C5H12N3 at a distorted geometry. The level of theory is ωB97M-V/def2-TZVPD.

Cartesian coordinates (Å):
C -3.143 -0.401 0.212
C -1.831 -0.668 -0.336
C 0.337 -1.526 0.116
C 2.666 -1.043 -0.052
C 0.861 2.701 -0.167
N 1.299 -0.706 0.044
N -0.923 -1.239 0.361
N 0.268 1.669 0.203
H -3.197 0.799 0.408
H -4.011 -0.624 -0.470
H -1.699 -0.413 -1.453
H 0.597 -2.644 -0.072
H 3.386 -0.509 0.758
H 2.997 -0.696 -1.035
H 2.890 -2.052 0.139
H 1.822 2.450 -0.470
H -3.360 -0.733 1.218
H 0.309 3.619 -0.187
H 1.257 0.333 0.078
H -0.526 1.683 0.706

Summary:
- 2S+1 = 1
- Kohn-Sham gap (eV) = 10.7
- total charge = +1
- strongest force on any atom (eV/A) = 4.3
- energy above the lowest of the compared OMol25 structures with the same formula, charge and spin (kJ/mol) = 334.22

Atomic partial charges in e from the Löwdin method, atoms 1 to 4: atom 1 (C): -0.07, atom 2 (C): -0.18, atom 3 (C): -0.14, atom 4 (C): -0.06

---

[6]
This record from the Open Molecules 2025 dataset describes a molecular structure, C18H35N6O4SScSeSi at a distorted geometry. The level of theory is ωB97M-V/def2-TZVPD.

Cartesian coordinates (Å):
Sc -0.683 1.195 0.929
N 1.585 0.132 0.435
N 2.419 -0.066 1.531
C 1.895 -0.173 2.757
N 2.727 -0.398 3.761
S 0.219 -0.060 3.054
H 1.586 -0.695 -0.150
H 1.900 0.923 -0.116
H 3.410 -0.180 1.378
H 3.719 -0.531 3.635
H 2.351 -0.495 4.690
Se -2.353 -1.843 -1.156
N -4.055 -1.660 -0.856
C -4.221 -0.648 -0.018
C -5.446 -0.140 0.500
C -5.364 0.920 1.351
C -4.107 1.490 1.695
N -2.954 1.055 1.247
C -3.010 -0.015 0.399
N -1.881 -0.503 -0.089
H -6.391 -0.590 0.221
H -6.256 1.353 1.783
H -4.072 2.337 2.368
C -1.731 3.891 3.143
C -0.395 4.099 2.457
C -0.259 5.524 1.948
C 0.766 3.742 3.362
O -0.375 3.153 1.301
Si 0.223 3.464 -0.334
O -0.064 1.923 -0.739
O 1.770 3.807 -0.098
C 2.804 4.478 -0.893
C 4.047 4.465 -0.026
C 3.005 3.677 -2.169
C 2.366 5.902 -1.200
O -0.601 4.603 -1.083
C -1.882 4.692 -1.772
C -2.862 3.672 -1.206
C -1.613 4.439 -3.243
C -2.383 6.105 -1.526
H -1.797 4.519 4.031
H -1.835 2.852 3.464
H -2.551 4.155 2.472
H -0.324 6.206 2.795
H -1.054 5.774 1.244
H 0.705 5.675 1.461
H 0.829 4.466 4.174
H 1.702 3.775 2.799
H 0.641 2.752 3.798
H 4.316 3.440 0.242
H 3.881 5.035 0.891
H 4.885 4.914 -0.562
H 3.347 2.663 -1.942
H 3.755 4.153 -2.802
H 2.072 3.616 -2.740
H 2.186 6.459 -0.279
H 1.454 5.914 -1.799
H 3.152 6.412 -1.758
H -2.550 2.650 -1.440
H -3.848 3.842 -1.639
H -2.942 3.792 -0.122
H -1.226 3.427 -3.396
H -0.880 5.155 -3.619
H -2.530 4.551 -3.822
H -2.539 6.280 -0.459
H -3.329 6.263 -2.045
H -1.660 6.834 -1.895

Summary:
- 2S+1 = 1
- Kohn-Sham gap (eV) = 8.0
- total charge = +2
- strongest force on any atom (eV/A) = 1.3

Atomic partial charges in e from the Löwdin method, atoms 1 to 4: atom 1 (Sc): 0.84, atom 2 (N): 0.02, atom 3 (N): -0.04, atom 4 (C): -0.79